The following is a DFT calculation (ωB97M-V/def2-TZVPD) of C48H44BrN7S2Sr as an isolated structure.

XYZ file:
```
103
Properties=species:S:1:pos:R:3:forces:R:3
Sr 0.50562 -0.65593 -0.13965 -3.4079 -0.4219 -0.8585
C -0.07224 -4.29761 -0.42255 0.4807 -0.0547 -0.0653
C 0.64956 -4.45227 -1.76378 -0.1405 0.1982 -0.1360
C 0.78857 -3.11661 -2.51365 0.2395 -0.3455 -0.1079
N 1.52008 -2.07136 -1.83263 0.4608 -0.1515 -0.2272
C 2.81762 -1.91268 -1.99554 -0.3648 -0.6468 -0.3369
C 3.61421 -2.86321 -2.68363 -0.0694 -0.2447 -0.1504
C 4.92609 -2.85607 -3.10578 0.1576 0.0726 0.1161
C 5.93917 -1.94121 -2.87152 0.2643 0.0032 -0.1431
C 5.83191 -0.79936 -2.09560 -0.0129 -0.1866 -0.1058
C 4.72107 -0.26153 -1.49000 0.0674 0.2649 0.2109
C 3.34924 -0.62386 -1.48624 0.2313 0.6342 0.0266
N 2.42049 0.19921 -1.05724 1.0806 0.1341 -0.6151
C 2.68560 1.57852 -0.77143 0.5107 0.3450 0.0846
C 2.95540 1.86846 0.70679 -0.1454 0.1434 -0.0546
C 1.67115 1.83193 1.54670 0.4048 0.2209 0.3699
N 1.16190 0.50764 1.76362 0.0982 0.3911 0.9019
C 1.60847 -0.21522 2.76033 0.0395 0.3765 0.1550
C 2.72347 0.09835 3.57010 0.1839 0.2321 -0.2580
C 3.16562 -0.44317 4.76158 -0.2165 -0.1224 0.3894
C 2.48954 -1.26280 5.64673 0.3244 0.0559 0.2460
C 1.24123 -1.83348 5.42035 0.1348 -0.1392 -0.1255
C 0.59761 -1.97947 4.21909 -0.4371 0.0438 0.4524
C 0.94649 -1.52222 2.91501 -0.0137 -0.6444 -0.2078
N 0.62118 -2.16977 1.83002 0.3616 0.1568 0.3915
C 0.28800 -3.56845 1.97078 0.1451 -0.4703 0.1993
C 0.86214 -4.34737 0.78454 -0.3045 0.1443 0.1127
H -0.84196 -5.06837 -0.32145 -0.0816 0.1944 0.0880
H -0.56829 -3.32468 -0.41473 -0.2369 -0.0671 -0.0093
H 0.08600 -5.13011 -2.41057 0.0966 -0.0179 -0.0530
H 1.63813 -4.88875 -1.60712 0.0153 -0.0727 -0.0206
H -0.22272 -2.72015 -2.68147 0.0122 -0.1208 -0.0578
H 1.22188 -3.32759 -3.50070 -0.1164 0.1276 -0.0451
H 3.08543 -3.76376 -2.97484 -0.0435 0.1116 0.0117
H 5.21920 -3.72676 -3.68309 -0.0280 -0.0285 -0.0348
H 6.90855 -2.14883 -3.30495 0.0389 -0.0787 0.0167
H 6.75216 -0.24171 -1.94651 -0.0319 0.0121 -0.0097
H 4.93103 0.64926 -0.94209 -0.0419 -0.0185 -0.0091
H 1.78752 2.13667 -1.06189 0.0629 0.1218 -0.0144
H 3.51514 1.97030 -1.37874 -0.1130 0.0022 -0.0249
H 3.39677 2.86465 0.80230 0.0760 -0.0170 -0.0239
H 3.66839 1.13059 1.08114 0.0566 0.0935 0.0601
H 0.88925 2.38669 1.01156 0.1072 0.1692 0.0348
H 1.84414 2.34418 2.50739 -0.0308 0.0132 -0.1209
H 3.38348 0.84713 3.15397 -0.0095 0.0531 -0.0459
H 4.14002 -0.10004 5.09412 -0.0022 0.0569 -0.0168
H 2.96082 -1.46176 6.60061 -0.0111 0.0556 0.0485
H 0.76654 -2.29745 6.27930 -0.0309 -0.0672 -0.0444
H -0.32894 -2.54297 4.24587 -0.0037 -0.0578 -0.0048
H -0.79969 -3.72645 2.01223 -0.0074 -0.0026 0.1020
H 0.72334 -3.96385 2.89935 -0.1823 0.0070 -0.0683
H 1.05183 -5.38283 1.07885 0.0277 0.0023 -0.0613
H 1.81980 -3.88853 0.53237 0.0865 -0.0632 -0.0289
S 3.76175 1.06148 -5.02985 -0.1825 0.4551 -0.4549
C 4.60538 1.47669 -6.46638 -0.0808 -0.0913 0.2020
C 3.94279 2.40251 -7.21247 0.3118 -0.1707 0.0103
C 2.72943 2.79815 -6.62328 -0.2259 -0.1811 0.4127
C 2.47773 2.16554 -5.43065 0.7013 -0.1821 -0.3806
C 1.33706 2.34505 -4.56282 -0.7224 0.3820 0.3536
C 1.00657 1.39681 -3.56592 0.1248 0.2001 -0.3564
N -0.02546 1.49749 -2.77362 -0.1231 -0.3083 0.4063
C -0.84649 2.55170 -2.89779 0.2882 0.4595 -0.6124
C -0.60248 3.58072 -3.84147 0.0620 -0.5068 0.2964
C -1.49676 4.68518 -3.94704 -0.3326 0.1801 0.0999
C -2.61875 4.74161 -3.19615 0.2428 0.1585 -0.2596
C -2.93028 3.70201 -2.27305 0.2651 -0.5404 0.1998
C -4.12919 3.69251 -1.55282 0.0076 -0.4447 0.3002
C -4.40429 2.64429 -0.69040 0.6832 0.3602 -0.6249
C -3.41003 1.64746 -0.56943 -0.3572 0.2109 0.0973
N -2.28406 1.62761 -1.22383 0.2879 -0.2858 0.0782
C -2.03088 2.61922 -2.09224 -0.5823 0.4426 0.0406
C -5.63603 2.54770 0.05694 -0.6523 -0.2664 0.5584
C -6.66703 3.44597 0.14484 0.4572 -0.1869 -0.1530
C -7.71234 3.01746 0.98189 -0.1769 -0.1835 0.2014
C -7.47996 1.79643 1.52763 0.2545 -0.1559 -0.0481
S -5.97448 1.14221 1.03121 -0.2264 0.5900 -0.2240
C 0.51810 3.45789 -4.66804 0.2379 -0.4534 0.1351
H 5.54871 1.01233 -6.67873 0.1682 -0.0946 -0.0477
H 4.30443 2.79048 -8.14932 0.0929 0.0033 -0.1088
H 2.06130 3.50636 -7.08231 -0.1507 0.0910 0.0061
H 1.63151 0.52680 -3.41499 0.0710 -0.1389 -0.0022
H -1.26457 5.46438 -4.65934 -0.0086 0.0787 -0.0477
H -3.31056 5.56680 -3.28852 -0.0370 0.0844 -0.0387
H -4.83313 4.49770 -1.70024 -0.0994 0.0917 0.0042
H -3.58355 0.83046 0.11460 0.0644 -0.1389 0.0803
H -6.68346 4.38936 -0.36752 0.0672 0.2119 -0.1391
H -8.59708 3.59511 1.17093 -0.2198 0.1014 0.0603
H -8.10349 1.23659 2.19458 -0.1847 -0.1030 0.1554
H 0.73080 4.23515 -5.38781 0.0407 0.0748 -0.0509
C -3.31349 1.15056 5.01582 -0.0003 0.0386 -0.0386
C -3.25783 0.21858 3.84809 -0.0939 -0.1816 -0.0892
C -4.27295 -0.70339 3.60439 0.2813 0.0311 -0.1699
C -4.22744 -1.48815 2.46480 0.1195 -0.0397 -0.0936
C -3.17867 -1.26588 1.58831 -0.0317 0.0218 0.0931
Br -3.15140 -2.13543 -0.10254 -0.0638 -0.0937 -0.0041
N -2.19332 -0.42738 1.80802 0.2079 -0.3109 -0.5917
C -2.21306 0.27492 2.92695 -0.2475 0.1777 0.4333
H -3.85296 0.71033 5.85149 0.0075 -0.0235 0.0549
H -3.83919 2.06031 4.72074 0.0227 0.0800 0.0827
H -2.31345 1.42171 5.34275 0.0633 0.0663 0.0731
H -5.10894 -0.79533 4.28407 -0.0014 -0.0259 0.1167
H -4.97446 -2.23051 2.24107 -0.1590 -0.0275 -0.0198
H -1.36298 0.92335 3.07883 0.1482 0.1464 0.0720
```
Positions in Å, forces in eV/Å.

**Total energy**: -5639.9290 Ha
**Energy above the lowest of the compared OMol25 structures with the same formula, charge and spin**: 125.9 kJ/mol
**E_LUMO**: -0.520 eV
**Gap between HOMO and LUMO**: 5.715 eV

Results of the Löwdin charge analysis, in e, for atoms 1 through 5:
1. Sr 1.401
2. C -0.229
3. C -0.185
4. C -0.257
5. N -0.124